# 1
{
  "formula": "C3H5N2O",
  "method": "ωB97M-V/def2-TZVPD",
  "relative_energy_kcal_mol": 141.9,
  "e_tot_ha": -301.603236,
  "gap_ev": [8.14, 6.95],
  "charge": 1,
  "multiplicity": 1,
  "fmax_ev_per_a": 3.0,
  "e_homo_ev": [-15.28, -14.87],
  "symbols": ["C", "C", "C", "N", "N", "O", "H", "H", "H", "H", "H"],
  "positions_angstrom": [[-0.532841, -0.850983, -0.017449], [2.324371, -0.341292, -0.041408], [1.100400, 0.134475, -0.135593], [-2.265474, 0.817087, 0.089878], [-1.666449, -0.248390, -0.239024], [-0.191522, -1.965993, 0.156946], [3.153540, 0.354530, -0.078943], [2.572247, -1.388317, 0.059989], [0.752154, 1.142409, -0.257321], [-2.906853, 1.212363, -0.596058], [-2.339572, 1.134110, 1.058978]],
  "forces_ev_per_angstrom": [[2.8, -0.8, 0.7], [-1.7, -0.7, -0.1], [-0.4, 0.5, 0.0], [0.3, -0.5, 0.2], [-0.8, 1.5, -1.0], [-0.2, -0.5, 0.1], [-0.1, 0.3, 0.0], [-0.1, -0.1, 0.0], [-0.2, 0.3, -0.1], [0.1, -0.1, 0.0], [0.3, 0.0, -0.1]],
  "nbo_charge": [0.63, -0.35, -0.07, -0.34, -0.11, -0.38, 0.28, 0.27, 0.22, 0.43, 0.42]
}


# 2
{
  "formula": "C9H13NS",
  "method": "ωB97M-V/def2-TZVPD",
  "relative_energy_kcal_mol": 48.4,
  "e_tot_ha": -803.582266,
  "gap_ev": 9.03,
  "multiplicity": 1,
  "smiles": "S[C@H]1CCC[C@H]2C=CC=N[C@H]21",
  "fmax_ev_per_a": 5.9,
  "e_homo_ev": -8.55,
  "symbols": ["S", "C", "C", "C", "C", "C", "C", "C", "C", "N", "C", "H", "H", "H", "H", "H", "H", "H", "H", "H", "H", "H", "H", "H"],
  "positions_angstrom": [[3.224767, -0.741930, 0.149698], [1.683879, 0.241029, 0.621376], [1.405125, 1.160287, -0.534810], [0.231770, 2.157337, -0.214851], [-0.928358, 1.167695, -0.210040], [-0.816514, 0.060008, 0.900220], [-2.017865, -0.903571, 0.755044], [-1.977204, -1.896889, -0.139539], [-0.723761, -2.199660, -0.767492], [0.379738, -1.638630, -0.474853], [0.392730, -0.764427, 0.692753], [2.962310, -0.660137, -1.160792], [1.995623, 0.579945, 1.526722], [1.117123, 0.619455, -1.444959], [2.211245, 1.809763, -0.797420], [0.258326, 2.928385, -0.956541], [0.151013, 2.817657, 0.761465], [-1.984658, 1.700797, -0.150070], [-0.923028, 0.484150, -1.208050], [-0.661160, 0.676539, 1.730308], [-3.015724, -0.798171, 1.161888], [-2.819114, -2.553351, -0.261891], [-0.804984, -2.892369, -1.488197], [0.658728, -1.353902, 1.510038]],
  "forces_ev_per_angstrom": [[-0.6, 0.4, 0.2], [-0.8, -3.9, -4.3], [-0.2, 2.7, 1.2], [-0.4, -1.0, 1.5], [-3.1, -0.7, -2.4], [-1.6, 0.0, -2.2], [-0.5, 0.6, -0.1], [0.3, 0.4, 1.6], [0.4, 2.4, 1.9], [0.2, -0.2, 0.0], [2.7, 1.7, -1.4], [0.1, -0.3, 0.0], [0.2, 1.7, 2.6], [0.1, -0.1, 0.4], [1.2, 0.0, -0.1], [-0.6, 0.1, -0.9], [0.9, -1.7, -1.3], [2.0, -1.2, 0.0], [-0.2, 2.1, 1.8], [-0.5, 0.2, 2.2], [0.2, 0.8, 0.6], [-0.3, -0.1, -0.2], [0.5, -2.5, -3.0], [-0.1, -1.4, 1.6]],
  "nbo_charge": [-0.07, -0.26, -0.43, -0.42, -0.38, -0.31, -0.10, -0.30, 0.09, -0.39, -0.09, 0.13, 0.21, 0.22, 0.22, 0.22, 0.20, 0.21, 0.20, 0.23, 0.21, 0.22, 0.17, 0.22]
}


# 3
{
  "formula": "C4H6N2",
  "method": "ωB97M-V/def2-TZVPD",
  "relative_energy_kcal_mol": 98.7,
  "e_tot_ha": -265.378361,
  "gap_ev": 8.81,
  "multiplicity": 1,
  "fmax_ev_per_a": 1.1,
  "e_homo_ev": -9.22,
  "symbols": ["C", "C", "C", "N", "C", "N", "H", "H", "H", "H", "H", "H"],
  "positions_angstrom": [[-0.855730, -1.452177, 1.050836], [-0.957113, -0.313512, 0.118786], [0.203117, 0.583109, 0.232503], [0.387629, 1.540743, -0.864354], [1.184660, 1.128587, -1.869383], [1.913097, 0.785937, -2.707419], [-1.826301, -1.776563, 1.438008], [-0.097290, -1.417851, 1.850342], [-0.553903, -2.250665, 0.345825], [-0.073687, 1.152105, 1.143916], [1.175992, 0.121897, 0.462186], [-0.500471, 1.898388, -1.201247]],
  "forces_ev_per_angstrom": [[-0.1, 0.1, 0.0], [0.3, -0.1, 0.3], [-0.1, -0.1, 0.0], [0.0, 0.0, -0.2], [0.6, -0.3, -0.7], [-0.7, 0.3, 0.8], [0.1, 0.0, -0.1], [-0.1, 0.1, -0.1], [0.0, 0.1, 0.0], [0.0, -0.1, 0.0], [-0.2, 0.0, 0.0], [0.1, 0.0, 0.0]],
  "nbo_charge": [-0.78, 0.17, -0.40, -0.64, 0.41, -0.38, 0.25, 0.20, 0.29, 0.26, 0.23, 0.41]
}


# 4
{
  "formula": "C9H17MgN3O6PS3",
  "method": "ωB97M-V/def2-TZVPD",
  "e_tot_ha": -2704.395127,
  "gap_ev": 2.14,
  "charge": 1,
  "multiplicity": 1,
  "fmax_ev_per_a": 2.2,
  "e_homo_ev": -10.50,
  "symbols": ["O", "P", "S", "O", "O", "N", "S", "O", "O", "C", "C", "C", "C", "C", "C", "C", "S", "C", "N", "N", "C", "O", "H", "H", "H", "H", "H", "H", "H", "H", "H", "H", "H", "H", "H", "H", "H", "H", "H", "Mg"],
  "positions_angstrom": [[3.459543, -3.334059, 1.468864], [4.084984, -2.116909, 0.923247], [2.770904, -1.144765, -0.506746], [3.147428, -1.681318, -1.776223], [1.447856, -1.484203, -0.060524], [3.095914, 0.380114, -0.253250], [2.459071, 1.412986, -1.310571], [1.604486, 0.808327, -2.300289], [3.501899, 2.229626, -1.833083], [1.393902, 2.490781, -0.350632], [0.344981, 1.662073, 0.432178], [-1.047182, 2.358704, 0.581237], [-2.144306, 1.762059, -0.343127], [-1.622732, 1.160868, -1.637098], [-1.328438, -0.310172, -1.612573], [-2.580631, -1.210973, -1.497294], [-2.283067, -2.461367, -0.218360], [-1.824432, -1.960672, 1.324467], [-1.694964, -2.934079, 2.184487], [-1.356615, -2.392943, 3.377917], [-1.300061, -1.136096, 3.187865], [-1.586928, -0.820606, 1.889801], [4.415229, -1.172835, 1.909929], [5.212355, -2.404280, 0.140448], [0.985087, 3.270620, -0.977120], [2.037548, 2.982208, 0.366412], [0.746346, 1.558426, 1.433604], [0.269978, 0.668505, 0.043310], [-1.355846, 2.184967, 1.606792], [-0.962830, 3.429347, 0.460047], [-2.796281, 1.074609, 0.189727], [-2.799238, 2.569262, -0.648969], [-2.408122, 1.311170, -2.376359], [-0.769913, 1.689942, -2.029692], [-0.806305, -0.550299, -2.526911], [-0.657451, -0.589392, -0.818243], [-2.666735, -1.770089, -2.420086], [-3.518746, -0.688680, -1.374208], [-1.067520, -0.384361, 3.906498], [-2.399170, -4.456498, 1.444530]],
  "forces_ev_per_angstrom": [[-0.4, -0.5, 0.4], [-0.2, -0.2, -0.1], [1.0, 0.8, 0.3], [0.3, -0.4, -0.6], [-2.0, -0.7, 0.7], [-0.4, -0.2, -0.2], [0.4, 1.0, -0.5], [-0.8, -0.7, 0.0], [0.6, 0.7, 0.0], [0.0, -1.0, 1.0], [-0.2, 1.6, 0.4], [0.2, -1.5, -0.1], [0.6, 1.0, -0.1], [-1.2, 0.1, -0.1], [0.2, -0.4, 0.0], [0.4, 1.2, -0.7], [-0.5, -1.2, -1.3], [0.2, 0.7, 0.0], [0.5, 0.7, 1.1], [0.3, 0.0, 1.4], [0.2, -0.6, 0.1], [0.0, 1.1, -0.5], [0.2, 0.2, -0.2], [0.2, 0.4, 0.0], [-0.1, -0.1, -0.5], [0.3, 0.2, 0.1], [0.2, -0.2, 0.2], [0.0, -0.4, -0.2], [-0.2, 0.2, 0.3], [0.0, 0.2, -0.2], [0.0, -0.4, 0.2], [-0.3, 0.3, 0.2], [-0.1, 0.0, -0.3], [0.5, 0.1, 0.0], [0.2, -0.4, -0.2], [0.5, 0.1, 0.1], [-0.1, -0.7, 0.1], [-0.2, 0.0, 0.6], [0.1, 0.5, 0.1], [-0.5, -1.6, -1.3]],
  "nbo_charge": [-1.10, 1.25, 2.05, -0.94, -1.05, -1.26, 2.33, -1.01, -0.95, -0.67, -0.42, -0.40, -0.40, -0.42, -0.42, -0.47, 0.21, 0.39, -0.69, -0.23, 0.34, -0.34, -0.06, -0.05, 0.24, 0.24, 0.21, 0.22, 0.19, 0.22, 0.16, 0.22, 0.20, 0.27, 0.27, 0.23, 0.28, 0.26, 0.26, 1.83]
}


# 5
{
  "formula": "C46H49BCrN10O2S",
  "method": "ωB97M-V/def2-TZVPD",
  "e_tot_ha": -3947.815317,
  "gap_ev": [6.65, 6.31],
  "charge": 1,
  "multiplicity": 4,
  "fmax_ev_per_a": 1.8,
  "e_homo_ev": [-10.16, -10.16],
  "symbols": ["Cr", "C", "C", "C", "C", "C", "C", "N", "N", "B", "N", "C", "C", "C", "N", "C", "C", "C", "N", "C", "C", "C", "N", "C", "C", "C", "H", "H", "H", "H", "H", "H", "H", "H", "H", "H", "H", "H", "H", "H", "H", "H", "H", "H", "H", "H", "H", "H", "H", "H", "H", "H", "H", "H", "O", "C", "O", "C", "C", "C", "N", "C", "C", "C", "C", "C", "C", "C", "N", "C", "C", "C", "C", "C", "N", "H", "H", "H", "H", "H", "H", "H", "H", "H", "H", "N", "S", "C", "C", "C", "C", "C", "C", "C", "C", "C", "C", "C", "C", "H", "H", "H", "H", "H", "H", "H", "H", "H", "H", "H"],
  "positions_angstrom": [[0.501269, -0.564229, -0.774754], [-0.257331, -4.750629, 0.424646], [1.070269, -4.290729, -0.179254], [2.021869, -5.484329, -0.314054], [0.844369, -3.671529, -1.524654], [0.673469, -4.413929, -2.697054], [0.569969, -3.481329, -3.701954], [0.659769, -2.266629, -3.151254], [0.816869, -2.365029, -1.824354], [0.670369, -0.932829, -3.885354], [-0.575331, -0.126929, -3.535254], [-1.469331, 0.353871, -4.406154], [-2.353031, 1.154871, -3.721054], [-1.919031, 1.107171, -2.392554], [-0.834731, 0.324571, -2.298754], [-2.502531, 1.868271, -1.246754], [-4.000231, 1.604271, -1.072454], [-2.265931, 3.370571, -1.447854], [1.892169, -0.141729, -3.424054], [2.895569, 0.190171, -4.243554], [3.777269, 0.970171, -3.538554], [3.229569, 1.082571, -2.252154], [2.079969, 0.381771, -2.193354], [3.938869, 1.932971, -1.228954], [3.230769, 2.063971, 0.107646], [4.170869, 3.337471, -1.811354], [-0.082831, -5.312629, 1.336746], [-0.787031, -5.390229, -0.274554], [-0.887331, -3.900729, 0.658146], [1.528069, -3.557429, 0.486946], [1.520969, -6.329629, -0.775854], [2.367169, -5.798829, 0.666346], [2.886969, -5.225429, -0.918254], [0.639569, -5.477829, -2.793554], [0.451569, -3.605229, -4.758454], [0.729469, -1.105329, -5.053454], [-1.432731, 0.093471, -5.444054], [-3.175031, 1.704371, -4.133154], [-1.972331, 1.526971, -0.355054], [-4.532831, 1.787571, -2.002054], [-4.407731, 2.262271, -0.306354], [-4.183031, 0.576171, -0.770254], [-2.798331, 3.715871, -2.330754], [-1.209031, 3.593971, -1.586054], [-2.635531, 3.926671, -0.587854], [2.910769, -0.142329, -5.262554], [4.683869, 1.416071, -3.892454], [4.926469, 1.479771, -1.060454], [2.285569, 2.576871, -0.025654], [3.841269, 2.652771, 0.785746], [3.042769, 1.094971, 0.559246], [3.232369, 3.786771, -2.127054], [4.831669, 3.313671, -2.670954], [4.626469, 3.978071, -1.060254], [-3.984231, -2.023629, 4.427146], [-2.833731, -1.646929, 4.553946], [-2.151631, -1.197529, 5.461846], [-2.019131, -1.681529, 3.177146], [-0.652531, -1.503929, 3.150146], [-0.021231, -1.403729, 1.912046], [-0.696631, -1.380629, 0.740446], [-2.018431, -1.632629, 0.771546], [-2.697631, -1.801929, 1.979446], [-2.728131, -1.855129, -0.497354], [-4.122331, -1.962229, -0.557854], [-4.722831, -2.306929, -1.756654], [-3.919031, -2.514829, -2.865554], [-2.548631, -2.350529, -2.719854], [-1.965231, -2.035629, -1.576054], [1.424769, -1.350029, 1.785446], [2.302669, -1.567129, 2.847446], [3.661569, -1.575429, 2.609446], [4.104069, -1.423029, 1.297546], [3.175369, -1.245129, 0.294346], [1.858569, -1.151829, 0.519646], [-0.111031, -1.434429, 4.079746], [-3.749631, -2.028229, 2.029046], [-4.735131, -1.782229, 0.309246], [-5.797131, -2.405029, -1.826854], [-4.340731, -2.791429, -3.819154], [-1.894731, -2.482529, -3.570754], [1.924169, -1.739329, 3.841246], [4.361969, -1.701029, 3.416646], [5.154869, -1.442329, 1.064546], [3.485869, -1.141829, -0.736654], [0.219669, 1.196071, 0.406046], [0.558569, 1.447271, 1.958146], [0.991169, 3.205071, 2.090646], [2.152569, 3.506071, 2.783546], [2.602269, 4.815271, 2.827146], [1.887469, 5.812371, 2.180946], [0.701169, 5.507771, 1.531346], [0.239869, 4.200871, 1.489946], [-0.957531, 1.551971, 2.969946], [-2.235131, 1.465371, 2.457646], [-3.315931, 1.486971, 3.324846], [-3.110931, 1.583371, 4.689046], [-1.822331, 1.652771, 5.194846], [-0.738831, 1.630571, 4.336546], [-0.039331, 2.047771, -0.077154], [2.704869, 2.714971, 3.267946], [3.515269, 5.050171, 3.353246], [2.256069, 6.827471, 2.179846], [0.130569, 6.292371, 1.056746], [-0.694331, 3.972571, 0.997646], [-2.397931, 1.360071, 1.398646], [-4.317131, 1.407671, 2.930946], [-3.951831, 1.573871, 5.362946], [-1.660731, 1.691471, 6.258446], [0.271269, 1.664971, 4.717846]],
  "forces_ev_per_angstrom": [[-0.7, 1.1, -0.8], [0.2, 0.1, 0.1], [-0.1, 0.0, 0.1], [0.1, 0.3, 0.1], [0.1, -0.2, 0.0], [0.0, 0.3, 0.0], [0.0, -0.1, 0.4], [-0.1, -0.3, -0.7], [0.3, 0.3, 0.6], [0.0, 0.1, 0.5], [-0.1, 0.0, -0.7], [-0.2, 0.1, 0.2], [0.2, -0.2, 0.1], [-0.1, 0.1, 0.0], [0.3, 0.1, 0.7], [0.0, 0.0, 0.1], [0.2, -0.1, 0.1], [0.1, -0.2, 0.2], [0.3, 0.0, -0.7], [0.1, 0.2, 0.3], [-0.3, -0.2, 0.1], [0.5, 0.0, -0.5], [-0.4, -0.2, 0.9], [-0.2, 0.0, 0.3], [0.2, 0.0, -0.3], [0.1, -0.2, 0.0], [0.0, -0.1, 0.2], [-0.1, -0.1, -0.1], [-0.2, 0.0, 0.0], [0.0, -0.1, -0.1], [-0.1, -0.1, -0.1], [0.0, -0.1, 0.1], [0.1, 0.0, -0.1], [0.1, -0.2, 0.0], [0.0, 0.1, -0.3], [0.0, -0.1, -0.3], [0.1, -0.1, -0.2], [-0.2, 0.1, 0.0], [-0.1, 0.1, -0.1], [-0.1, 0.0, -0.1], [-0.1, 0.1, 0.0], [-0.1, -0.1, 0.0], [0.0, 0.1, -0.1], [0.1, 0.1, 0.0], [0.0, 0.1, 0.1], [-0.1, -0.1, -0.2], [0.2, 0.1, -0.1], [-0.1, 0.0, 0.0], [0.0, 0.1, 0.0], [0.1, 0.1, 0.1], [-0.1, 0.1, 0.1], [-0.2, 0.0, 0.0], [0.1, 0.0, -0.1], [0.0, 0.1, 0.1], [-1.2, -0.2, 0.1], [0.9, -0.2, -1.6], [0.6, 0.3, 1.2], [-0.8, 0.0, 0.5], [0.5, -0.1, -0.9], [-0.8, -0.2, 0.8], [-0.1, -0.2, 0.0], [-0.2, 0.0, 0.4], [0.7, 0.1, -0.1], [-0.5, -0.1, -0.7], [0.2, 0.0, 0.0], [0.2, 0.0, -0.1], [0.0, 0.1, 0.2], [-0.3, -0.1, -0.3], [-0.1, -0.1, 0.4], [0.5, -0.1, -0.2], [-0.1, 0.0, -0.2], [-0.2, 0.2, -0.5], [-0.1, -0.1, 0.2], [0.3, 0.1, -0.4], [1.1, -0.4, 1.4], [0.0, 0.0, 0.2], [-0.1, 0.0, 0.0], [0.0, 0.0, 0.1], [0.0, 0.0, 0.0], [0.0, 0.0, -0.1], [0.0, 0.0, 0.0], [-0.1, 0.0, 0.0], [0.1, -0.1, 0.1], [0.1, -0.1, -0.1], [0.0, 0.0, 0.0], [0.1, -0.5, -0.4], [-0.9, 1.4, 0.3], [0.3, -0.4, 0.1], [-0.1, -0.1, 0.0], [0.0, 0.1, 0.0], [0.1, -0.1, 0.0], [-0.1, -0.1, 0.0], [-0.1, -0.1, -0.1], [0.3, -0.2, -0.2], [0.1, 0.1, -0.3], [0.0, 0.1, 0.1], [0.0, 0.1, 0.0], [0.1, 0.1, -0.1], [0.0, 0.1, 0.0], [-0.1, 0.0, 0.0], [0.1, -0.1, 0.0], [0.1, 0.0, 0.0], [0.0, 0.1, 0.1], [-0.1, 0.0, 0.0], [-0.1, 0.0, -0.1], [0.0, 0.0, -0.1], [-0.1, 0.0, 0.0], [-0.1, 0.0, 0.1], [0.0, 0.0, 0.1], [0.1, 0.0, 0.2]],
  "lowdin_charge": [0.92, -0.03, -0.35, -0.05, -0.24, 0.02, -0.04, -0.02, 0.03, -0.55, -0.03, -0.04, 0.02, -0.25, 0.05, -0.38, -0.03, -0.05, -0.02, -0.03, 0.00, -0.25, 0.08, -0.34, -0.08, -0.05, 0.09, 0.09, 0.06, 0.11, 0.08, 0.08, 0.09, 0.11, 0.13, 0.13, 0.13, 0.11, 0.07, 0.09, 0.09, 0.06, 0.09, 0.08, 0.08, 0.13, 0.11, 0.15, 0.06, 0.09, 0.04, 0.09, 0.07, 0.08, 0.02, -0.70, 0.01, -0.05, 0.06, -0.26, 0.07, -0.18, 0.07, -0.21, -0.01, -0.04, -0.02, -0.11, 0.12, -0.26, 0.03, 0.00, -0.01, -0.10, -0.03, 0.13, 0.12, 0.12, 0.12, 0.11, 0.10, 0.13, 0.12, 0.12, 0.13, -0.33, 1.12, -0.38, -0.10, -0.05, -0.05, -0.05, -0.06, -0.37, -0.08, -0.05, -0.05, -0.05, -0.08, 0.02, 0.11, 0.11, 0.11, 0.12, 0.10, 0.08, 0.12, 0.12, 0.12, 0.11]
}